The following is a quantum chemistry calculation of a structure of composition CHClINO, from the Open Molecules 2025 dataset.

Cartesian coordinates (Å):
C -0.22 -0.30 0.02
N 0.94 0.23 0.10
O -1.39 0.33 -0.01
Cl -1.58 2.08 -0.02
I 2.58 -0.99 -0.03
H -0.33 -1.36 -0.06

M = 205.4 g mol⁻¹
HOMO level = -9.50 eV
gap between HOMO and LUMO = 8.40 eV
energy relative to the best compared isomer or geometry (same formula, charge and spin) = 1.3831 eV
multiplicity = 1

How positive or negative is each atom? The Mulliken charges in e answer that: number 1, C, carries 0.25; number 2, N, carries -0.51; number 3, O, carries -0.24; number 4, Cl, carries 0.06; number 5, I, carries 0.13; number 6, H, carries 0.30

---

The following is a quantum chemistry calculation of a cluster of 2 separate species, CHClN2O in total, from the Open Molecules 2025 dataset.

Cartesian coordinates (Å):
C -0.89 -0.29 0.13
N 1.52 0.69 -0.05
N 0.45 1.21 0.04
O -0.14 -1.25 0.01
Cl -2.54 -0.02 -0.04
H 1.61 -0.33 -0.09

M = 92.5 g mol⁻¹
HOMO level (alpha / beta) = -8.80 / -8.80 eV
gap between HOMO and LUMO (alpha / beta) = 8.58 / 8.58 eV
energy relative to the best compared isomer or geometry (same formula, charge and spin) = 1.7703 eV
multiplicity = 1

How positive or negative is each atom? The Mulliken charges in e answer that: number 1, C, carries 0.48; number 2, N, carries -0.23; number 3, N, carries -0.03; number 4, O, carries -0.47; number 5, Cl, carries -0.07; number 6, H, carries 0.31

---

The following is a quantum chemistry calculation of an isolated molecule of CHClN2O2S, from the Open Molecules 2025 dataset.

Cartesian coordinates (Å):
C 1.15 1.87 -0.84
N 1.96 1.76 -1.65
N 0.09 0.04 0.66
O 0.44 2.46 1.58
O -1.40 1.85 -0.08
S -0.07 1.70 0.46
Cl 1.75 -0.40 1.18
H -0.06 -0.29 -0.24

M = 140.6 g mol⁻¹
HOMO level = -11.84 eV
gap between HOMO and LUMO = 11.08 eV
energy relative to the best compared isomer or geometry (same formula, charge and spin) = 1.1981 eV
multiplicity = 1
structure (SMILES) = N#CS(=O)(=O)NCl

How positive or negative is each atom? The Mulliken charges in e answer that: number 1, C, carries 0.25; number 2, N, carries -0.30; number 3, N, carries -0.32; number 4, O, carries -0.51; number 5, O, carries -0.50; number 6, S, carries 1.04; number 7, Cl, carries 0.00; number 8, H, carries 0.33

---

The following is a quantum chemistry calculation of an isolated molecule of CHClN2O2S, from the Open Molecules 2025 dataset.

Cartesian coordinates (Å):
C -2.68 -0.14 0.74
N -3.26 -0.91 1.36
N -0.15 -0.42 0.14
O -1.98 -0.14 -1.88
O -1.20 1.78 -0.38
S -1.53 0.41 -0.50
Cl -0.18 -2.12 -0.13
H 0.57 0.03 -0.53

M = 140.6 g mol⁻¹
HOMO level = -11.40 eV
gap between HOMO and LUMO = 10.91 eV
energy relative to the best compared isomer or geometry (same formula, charge and spin) = 1.8078 eV
multiplicity = 1
structure (SMILES) = N#CS(=O)(=O)NCl

How positive or negative is each atom? The Mulliken charges in e answer that: number 1, C, carries 0.28; number 2, N, carries -0.26; number 3, N, carries -0.32; number 4, O, carries -0.49; number 5, O, carries -0.49; number 6, S, carries 0.93; number 7, Cl, carries 0.01; number 8, H, carries 0.34

---

The following is a quantum chemistry calculation of a cluster of 2 separate species, CHClN2O3 in total, from the Open Molecules 2025 dataset.

Cartesian coordinates (Å):
C -0.75 0.18 -1.15
N -1.58 -0.19 -0.41
N 0.56 0.65 -1.39
O 0.68 1.85 -1.26
O -2.56 -0.56 0.08
O 1.43 -0.14 -1.67
Cl 1.16 -1.51 3.09
H 1.06 -0.28 2.71

M = 124.5 g mol⁻¹
HOMO level = -11.09 eV
gap between HOMO and LUMO = 9.59 eV
energy relative to the best compared isomer or geometry (same formula, charge and spin) = 1.1124 eV
multiplicity = 1
structure (SMILES) = O=[N+]([O-])C#[N+][O-].Cl

How positive or negative is each atom? The Mulliken charges in e answer that: number 1, C, carries 0.00; number 2, N, carries 0.64; number 3, N, carries 0.84; number 4, O, carries -0.45; number 5, O, carries -0.57; number 6, O, carries -0.45; number 7, Cl, carries -0.24; number 8, H, carries 0.24

---

The following is a quantum chemistry calculation of an isolated molecule of CHClN4O, from the Open Molecules 2025 dataset.

Cartesian coordinates (Å):
C -0.56 -1.19 -0.02
N -0.08 -2.20 0.81
N 0.22 -1.33 -1.28
N 0.82 -2.80 0.28
N 0.97 -2.26 -1.15
O -0.28 0.13 0.82
Cl -2.40 -1.42 -0.40
H 0.00 0.82 0.14

M = 120.5 g mol⁻¹
HOMO level (alpha / beta) = -8.42 / -11.76 eV
gap between HOMO and LUMO (alpha / beta) = 8.50 / 7.55 eV
energy relative to the best compared isomer or geometry (same formula, charge and spin) = 0.2617 eV
multiplicity = 3

How positive or negative is each atom? The Mulliken charges in e answer that: number 1, C, carries 0.59; number 2, N, carries -0.05; number 3, N, carries -0.10; number 4, N, carries -0.08; number 5, N, carries -0.06; number 6, O, carries -0.46; number 7, Cl, carries -0.18; number 8, H, carries 0.33

---

The following is a quantum chemistry calculation of a cluster of 2 separate species, CHClN4OP in total, from the Open Molecules 2025 dataset.

Cartesian coordinates (Å):
C 1.08 -0.85 0.82
N -3.53 -0.10 -0.03
N 0.85 -1.52 1.72
N -1.23 0.20 -0.15
N -2.41 0.07 -0.16
O 1.04 0.66 -1.47
P 1.93 -0.19 -0.59
Cl 2.77 1.23 0.78
H -0.49 0.50 -0.91

M = 151.5 g mol⁻¹
HOMO level = -4.95 eV
gap between HOMO and LUMO = 8.85 eV
energy relative to the best compared isomer or geometry (same formula, charge and spin) = 0.9085 eV
total charge = -1
multiplicity = 1

How positive or negative is each atom? The Mulliken charges in e answer that: number 1, C, carries 0.43; number 2, N, carries -0.59; number 3, N, carries -0.45; number 4, N, carries -0.42; number 5, N, carries 0.53; number 6, O, carries -0.69; number 7, P, carries 0.09; number 8, Cl, carries -0.35; number 9, H, carries 0.43

---

The following is a quantum chemistry calculation of the ion CHClN4OP with charge -1, from the Open Molecules 2025 dataset.

Cartesian coordinates (Å):
C 0.13 0.45 0.38
N 2.03 1.14 0.87
N 0.86 0.92 1.40
N 0.91 0.33 -0.75
N 2.06 0.79 -0.41
O -1.98 -0.59 -1.33
P -1.49 -0.17 0.59
Cl -1.24 -2.08 1.09
H -1.28 -0.79 -1.85

M = 151.5 g mol⁻¹
HOMO level = -5.38 eV
gap between HOMO and LUMO = 8.93 eV
energy relative to the best compared isomer or geometry (same formula, charge and spin) = 1.3987 eV
total charge = -1
multiplicity = 1

How positive or negative is each atom? The Mulliken charges in e answer that: number 1, C, carries 0.67; number 2, N, carries -0.34; number 3, N, carries -0.35; number 4, N, carries -0.13; number 5, N, carries -0.45; number 6, O, carries -0.64; number 7, P, carries 0.16; number 8, Cl, carries -0.21; number 9, H, carries 0.29

---

The following is a quantum chemistry calculation of a cluster of 2 separate species, CHClNO2 in total, from the Open Molecules 2025 dataset.

Cartesian coordinates (Å):
C 1.69 0.99 -0.05
N -0.27 0.65 0.56
O 1.67 0.97 -1.23
O 2.31 1.11 0.95
Cl -1.43 1.66 -0.22
H -0.37 -0.26 0.10

M = 94.5 g mol⁻¹
HOMO level = -3.09 eV
gap between HOMO and LUMO = 7.31 eV
energy relative to the best compared isomer or geometry (same formula, charge and spin) = 0.9424 eV
total charge = -1
multiplicity = 1

How positive or negative is each atom? The Mulliken charges in e answer that: number 1, C, carries 0.68; number 2, N, carries -0.55; number 3, O, carries -0.51; number 4, O, carries -0.53; number 5, Cl, carries -0.25; number 6, H, carries 0.17

---

The following is a quantum chemistry calculation of a cluster of 2 separate species, CHClO2S in total, from the Open Molecules 2025 dataset.

Cartesian coordinates (Å):
C -0.34 1.14 -0.72
O 0.84 1.40 -0.88
O 4.75 0.97 0.86
S 4.32 -0.05 -0.10
Cl -1.29 1.81 0.56
H -0.92 0.26 -1.04

M = 112.5 g mol⁻¹
HOMO level (alpha / beta) = -9.10 / -9.12 eV
gap between HOMO and LUMO (alpha / beta) = 7.77 / 7.80 eV
energy relative to the best compared isomer or geometry (same formula, charge and spin) = 1.4660 eV
multiplicity = 1
structure (SMILES) = O=CCl.O=S

How positive or negative is each atom? The Mulliken charges in e answer that: number 1, C, carries 0.21; number 2, O, carries -0.37; number 3, O, carries -0.28; number 4, S, carries 0.28; number 5, Cl, carries -0.11; number 6, H, carries 0.28

---

Please write out number 10 again, unchanged.
The following is a quantum chemistry calculation of a cluster of 2 separate species, CHClO2S in total, from the Open Molecules 2025 dataset.

Cartesian coordinates (Å):
C -0.34 1.14 -0.72
O 0.84 1.40 -0.88
O 4.75 0.97 0.86
S 4.32 -0.05 -0.10
Cl -1.29 1.81 0.56
H -0.92 0.26 -1.04

M = 112.5 g mol⁻¹
HOMO level (alpha / beta) = -9.10 / -9.12 eV
gap between HOMO and LUMO (alpha / beta) = 7.77 / 7.80 eV
energy relative to the best compared isomer or geometry (same formula, charge and spin) = 1.4660 eV
multiplicity = 1
structure (SMILES) = O=CCl.O=S

How positive or negative is each atom? The Mulliken charges in e answer that: number 1, C, carries 0.21; number 2, O, carries -0.37; number 3, O, carries -0.28; number 4, S, carries 0.28; number 5, Cl, carries -0.11; number 6, H, carries 0.28

---

Q: What is the energy relative to the best compared isomer or geometry (same formula, charge and spin) in the fourth record?
A: 1.8078 eV

---

Q: What is the formula in the seventh record?
A: CHClN4OP

---

Please write out number 10 again, unchanged.
The following is a quantum chemistry calculation of a cluster of 2 separate species, CHClO2S in total, from the Open Molecules 2025 dataset.

Cartesian coordinates (Å):
C -0.34 1.14 -0.72
O 0.84 1.40 -0.88
O 4.75 0.97 0.86
S 4.32 -0.05 -0.10
Cl -1.29 1.81 0.56
H -0.92 0.26 -1.04

M = 112.5 g mol⁻¹
HOMO level (alpha / beta) = -9.10 / -9.12 eV
gap between HOMO and LUMO (alpha / beta) = 7.77 / 7.80 eV
energy relative to the best compared isomer or geometry (same formula, charge and spin) = 1.4660 eV
multiplicity = 1
structure (SMILES) = O=CCl.O=S

How positive or negative is each atom? The Mulliken charges in e answer that: number 1, C, carries 0.21; number 2, O, carries -0.37; number 3, O, carries -0.28; number 4, S, carries 0.28; number 5, Cl, carries -0.11; number 6, H, carries 0.28